Entry 1:
Below is a gas-phase ion, C15H17F8N2O2 (charge +1) at a distorted geometry, with properties calculated with ωB97M-V/def2-TZVPD.

Output
- Charge: +1
- SMILES: C#CCn1cc(CCOCC(F)(F)C(F)(F)C(F)(F)C(F)F)[n+](COC)c1

```
44
Properties=species:S:1:pos:R:3:lowdin_charge:R:1
C 2.99738 -3.55077 0.09706 0.152
C 3.22131 -2.69562 -0.73524 -0.104
C 3.47078 -1.60368 -1.69847 -0.092
N 2.89040 -0.36249 -1.12423 -0.045
C 1.90944 0.44704 -1.60733 0.059
C 1.76069 1.40812 -0.64524 -0.153
C 0.79226 2.56204 -0.59786 -0.047
C -0.30476 2.53246 -1.69743 -0.147
O -1.55806 2.22844 -1.07394 -0.103
C -1.79393 0.84523 -1.14515 -0.114
C -3.03481 0.49303 -0.29351 -0.423
F -2.94241 1.23604 0.82138 0.145
F -4.13597 0.83310 -0.96809 0.164
C -2.99094 -1.02031 0.08128 -0.379
F -2.39909 -1.68279 -0.93303 0.144
F -2.26699 -1.12817 1.20164 0.164
C -4.36057 -1.68947 0.30824 -0.397
F -5.10932 -1.66651 -0.79111 0.167
F -5.03059 -1.15980 1.32769 0.178
C -4.12387 -3.22287 0.64756 -0.295
F -4.49336 -3.48743 1.91112 0.105
F -4.88165 -3.99176 -0.14389 0.112
N 2.66879 1.13424 0.32378 0.047
C 2.96926 1.82853 1.60461 -0.147
O 1.85410 2.39209 2.19247 -0.137
C 1.04780 1.37446 2.79647 -0.057
C 3.36894 0.03594 0.03318 -0.005
H 2.58924 -4.09359 0.92049 0.047
H 3.05659 -1.84799 -2.67738 0.140
H 4.55029 -1.46388 -1.80446 0.139
H 1.39973 0.31292 -2.54548 0.146
H 0.25048 2.46782 0.35295 0.125
H 1.29719 3.53144 -0.53232 0.138
H -0.39860 3.54117 -2.10332 0.137
H -0.13489 1.77726 -2.47101 0.107
H -0.95102 0.29426 -0.68610 0.131
H -1.90158 0.47257 -2.17335 0.152
H -3.07959 -3.53227 0.53932 0.162
H 3.35412 1.05570 2.28950 0.141
H 3.77315 2.55657 1.46782 0.158
H 0.81112 0.55735 2.10043 0.092
H 0.13120 1.81401 3.19095 0.107
H 1.58592 0.93886 3.65261 0.103
H 4.14184 -0.47128 0.58741 0.182
```

Entry 2:
Below is a single C15H17FN4O3S molecule at a distorted geometry, with properties calculated with ωB97M-V/def2-TZVPD.

Output
- SMILES: O=C(Cn1cnc(S(=O)(=O)N2CCCC2)c1)Nc1cccc(F)c1

```
41
Properties=species:S:1:pos:R:3:lowdin_charge:R:1
O 3.13878 2.19436 1.25550 0.103
C 2.54827 1.81269 0.27681 -0.449
C 1.27764 2.52113 -0.22542 -0.033
N 0.07586 1.77308 0.06120 -0.059
C -1.17701 2.29006 0.09799 -0.136
N -2.08153 1.37867 0.32968 0.100
C -1.39920 0.21063 0.45555 -0.307
S -2.10271 -1.40895 0.77215 0.647
O -1.96066 -1.67503 2.17090 -0.274
O -1.45014 -2.28288 -0.16170 -0.290
N -3.70922 -1.37705 0.41783 -0.231
C -4.06149 -1.13202 -0.96988 -0.191
C -4.76491 0.22377 -0.96367 -0.175
C -5.50963 0.18138 0.36984 -0.159
C -4.52979 -0.54742 1.29427 -0.194
C -0.06035 0.43410 0.29241 -0.023
N 2.90487 0.76567 -0.51173 0.124
C 3.97029 -0.13029 -0.34186 -0.213
C 4.03653 -1.22486 -1.20251 -0.034
C 5.06571 -2.13998 -1.09054 -0.073
C 6.04553 -1.98129 -0.12551 -0.015
C 5.96100 -0.88886 0.71824 -0.265
F 6.90796 -0.71879 1.65884 0.070
C 4.94387 0.04393 0.63409 0.068
H 1.35712 2.69704 -1.30617 0.136
H 1.21738 3.48761 0.28329 0.140
H -1.38629 3.33019 -0.05151 0.133
H -3.15932 -1.16773 -1.57960 0.112
H -4.74116 -1.92424 -1.30180 0.125
H -5.42758 0.35398 -1.81664 0.109
H -4.02685 1.02547 -0.94501 0.082
H -5.75716 1.17183 0.74394 0.111
H -6.42787 -0.39765 0.26669 0.110
H -5.03316 -1.18425 2.02456 0.120
H -3.88815 0.15491 1.83037 0.104
H 0.74984 -0.25894 0.35574 0.130
H 2.30394 0.54229 -1.29434 0.144
H 3.27489 -1.36183 -1.95649 0.111
H 5.10409 -2.98501 -1.75987 0.109
H 6.85687 -2.68279 -0.02083 0.117
H 4.91371 0.87704 1.31523 0.114
```

Entry 3:
Below is a gas-phase ion, C15H17N2O2S (charge +1) at a distorted geometry, with properties calculated with ωB97M-V/def2-TZVPD.

Output
- Charge: +1
- SMILES: C=C[C@@H]1[C@@H](N=C=O)C[C@@H](S)[N@H+]1CC(=O)c1ccccc1

```
37
Properties=species:S:1:pos:R:3:lowdin_charge:R:1
C 1.53192 -3.01568 1.57739 0.042
C 2.42204 -1.87069 1.31906 -0.103
C 1.87605 -0.76454 0.27608 -0.203
C 3.15284 -0.07248 -0.50699 -0.237
N 2.93551 -0.31998 -1.97829 0.085
C 3.88184 -1.13334 -2.42098 -0.149
O 4.53818 -2.02954 -2.97023 0.149
C 2.82736 1.53662 -0.36620 -0.094
C 2.04588 1.47286 1.04249 -0.592
S 1.54585 3.02926 1.91860 0.771
N 1.01052 0.38016 0.81966 -0.077
C -0.14262 0.64766 -0.10794 -0.047
C -1.47826 1.18133 0.60880 -0.268
O -1.54282 2.01025 1.56084 0.028
C -2.88451 0.63572 0.01002 -0.106
C -2.96207 0.62656 -1.58054 -0.027
C -4.25655 0.07896 -2.26293 -0.052
C -5.43874 -0.43880 -1.35447 -0.039
C -5.35237 -0.42285 0.23212 -0.036
C -4.05034 0.12604 0.92582 -0.004
H 0.63866 -2.94845 2.29834 0.085
H 1.67467 -4.01490 1.00864 0.098
H 3.45642 -1.81031 1.80581 0.118
H 1.44285 -1.41481 -0.55898 0.151
H 4.18389 -0.36179 -0.09507 0.164
H 3.72222 2.22685 -0.11978 0.137
H 2.26572 1.96115 -1.28637 0.131
H 2.77883 0.92171 1.75714 0.139
H 2.59490 3.23947 2.83953 -0.078
H 0.74177 -0.01236 1.75396 0.199
H -0.44122 -0.33399 -0.65492 0.153
H 0.12602 1.38441 -0.96756 0.164
H -2.08625 0.99361 -2.23663 0.098
H -4.31890 0.03462 -3.40843 0.097
H -6.38549 -0.86936 -1.85517 0.098
H -6.17813 -0.82011 0.91790 0.095
H -3.87564 0.16677 2.05928 0.107
```

Entry 4:
Below is a single C15H17N2O4P molecule at a distorted geometry, with properties calculated with ωB97M-V/def2-TZVPD.

Output
- SMILES: C#CCc1c2c(cc(P(=N)(O)O)c1[C@@H](C)CC)C(=O)NC2=O

```
39
Properties=species:S:1:pos:R:3:lowdin_charge:R:1
C 2.17059 -2.93266 1.20822 0.121
C 1.92894 -2.35651 0.18597 -0.113
C 1.50244 -1.75099 -1.07156 -0.122
C 0.16560 -1.06982 -0.84664 -0.077
C -0.96530 -1.79217 -1.18214 -0.028
C -2.23338 -1.29797 -1.00705 -0.084
C -2.39848 -0.05461 -0.45855 0.000
C -1.29247 0.70045 -0.09582 -0.147
P -1.77567 2.28116 0.67508 0.492
N -3.15603 2.27266 1.40104 -0.151
O -1.76271 3.38115 -0.47128 -0.138
O -0.63122 2.78476 1.66156 -0.142
C 0.02580 0.22682 -0.31527 -0.087
C 1.28314 1.03581 -0.04524 -0.296
C 1.25286 2.45019 -0.67607 -0.033
C 1.73652 1.03967 1.44750 -0.201
C 3.19480 0.59538 1.62198 -0.083
C -3.23763 -2.30215 -1.44222 -0.377
O -4.41879 -2.17599 -1.54885 0.150
N -2.50254 -3.48842 -1.77469 0.166
C -1.11108 -3.16346 -1.78979 -0.350
O -0.28076 -3.86355 -2.29032 0.139
H 2.24652 -3.23322 2.22237 0.032
H 1.40110 -2.54716 -1.80028 0.109
H 2.25802 -1.06220 -1.43647 0.117
H -3.39132 0.34334 -0.31025 0.115
H -3.61779 1.37521 1.39878 -0.031
H -2.54786 3.92358 -0.30267 0.087
H -0.45927 2.10070 2.32005 0.078
H 2.07899 0.52205 -0.56441 0.088
H 1.33465 3.19368 0.11026 0.072
H 2.11270 2.59260 -1.32131 0.081
H 0.33601 2.66894 -1.20880 0.059
H 1.62593 2.02993 1.86897 0.087
H 1.10436 0.31741 1.96425 0.110
H 3.68598 1.18227 2.39386 0.070
H 3.77595 0.75056 0.71386 0.078
H 3.28114 -0.45316 1.87614 0.048
H -2.71974 -4.22429 -1.11016 0.161
```

Entry 5:
Below is a single C15H17N3O3S molecule at a distorted geometry, with properties calculated with ωB97M-V/def2-TZVPD.

Output
- Energy above the lowest of the compared OMol25 structures with the same formula, charge and spin: 96.7 kcal per mole
- SMILES: Cc1csc2nc(CNC(=O)[C@H]3CC=CC[C@H]3C(=O)O)cn12

```
39
Properties=species:S:1:pos:R:3:lowdin_charge:R:1
C -0.78204 -0.80601 6.08500 0.020
C -1.08886 -1.61701 4.75508 -0.283
C -1.88606 -2.69359 4.55103 -0.330
S -2.07125 -3.17974 2.85574 1.041
C -1.22263 -1.71367 2.46881 -0.588
N -0.85682 -1.13653 1.35250 0.117
C -0.33586 0.03581 1.72312 -0.252
C 0.05856 1.22644 0.84681 -0.088
N -0.53451 1.14902 -0.48756 0.084
C -0.02450 1.78313 -1.61381 -0.449
O 0.48031 2.85567 -1.51182 0.100
C -0.23148 1.18993 -3.03542 -0.154
C 0.45025 2.16420 -4.13002 -0.117
C 1.95481 1.91196 -4.05031 -0.078
C 2.54285 0.82077 -3.40154 -0.072
C 1.68222 -0.31306 -2.82913 -0.200
C 0.23657 -0.27490 -3.14866 -0.230
C -0.48642 -1.36605 -2.34789 -0.461
O -1.64244 -1.51911 -2.70437 0.092
O 0.10044 -2.00791 -1.28125 0.060
C -0.12980 0.00402 3.06389 -0.040
N -0.73822 -1.06579 3.58123 -0.047
H 0.05770 -1.16332 6.63623 0.065
H -1.64028 -0.91361 6.67152 0.051
H -0.57477 0.26199 6.01721 0.076
H -2.40124 -3.15193 5.33755 0.056
H 1.13173 1.34700 0.83109 0.123
H -0.40028 2.14636 1.19636 0.124
H -0.87290 0.25144 -0.74245 0.080
H -1.35159 1.18485 -3.31859 0.171
H 0.17875 3.20277 -4.04154 0.101
H -0.03432 1.79757 -5.07040 0.118
H 2.64600 2.62170 -4.42366 0.072
H 3.66272 0.77065 -3.45367 0.108
H 2.23788 -1.22085 -3.30383 0.151
H 1.93313 -0.35352 -1.74019 0.126
H 0.24309 -0.59006 -4.25071 0.187
H -0.66221 -2.39135 -0.74108 0.135
H 0.37148 0.75275 3.65473 0.130
```

Entry 6:
Below is a molecular structure, C15H17N5O16V at a distorted geometry, with properties calculated with ωB97M-V/def2-TZVPD.

Output
- Charge: -3
- Energy above the lowest of the compared OMol25 structures with the same formula, charge and spin: 0.0 kcal per mole

```
54
Properties=species:S:1:pos:R:3:lowdin_charge:R:1
O 16.31642 3.65021 -13.04625 -0.397
V 17.45841 4.05839 -14.02705 0.941
O 18.79952 4.63201 -13.29179 -0.401
N 16.77588 7.27493 -14.60490 -0.570
O 16.39709 6.19901 -14.03466 -0.136
O 15.93991 8.00646 -15.15023 -0.041
O 17.99084 7.59078 -14.55221 -0.058
N 17.11798 4.89700 -17.36376 -0.559
O 17.06170 3.99742 -18.21217 -0.002
O 17.54834 4.67229 -16.18823 -0.133
O 16.78242 6.06618 -17.66778 -0.047
O 18.36263 2.14848 -14.74785 -0.349
C 17.52107 1.09407 -15.20410 -0.349
C 17.92636 0.20477 -16.46119 -0.556
O 18.56348 0.77164 -17.50753 -0.371
H 16.53089 1.54701 -15.33818 0.075
H 17.51565 0.35041 -14.38365 0.059
H 16.98885 -0.32902 -16.75624 0.046
H 18.53175 -0.65671 -16.08102 0.036
C 21.20798 6.66405 -15.10011 0.044
N 21.17350 6.93305 -16.55546 -0.441
O 20.10861 6.94293 -17.12891 0.105
O 22.23420 7.14973 -17.14123 -0.015
H 20.36048 6.04287 -14.82419 0.077
H 21.18174 7.60055 -14.55228 0.100
H 22.14352 6.11036 -15.03701 0.083
C 18.43850 1.98044 -10.78286 -0.057
C 19.47117 1.32967 -10.11340 -0.079
C 20.28517 2.07274 -9.27889 -0.039
C 20.05135 3.43004 -9.09622 -0.163
C 18.96828 4.06652 -9.70633 0.013
C 18.12164 3.31255 -10.52078 -0.056
N 20.92070 4.18468 -8.17778 -0.369
O 21.99061 3.67569 -7.90135 0.042
O 20.54903 5.26815 -7.80086 0.064
H 17.84615 1.49832 -11.55258 0.117
H 19.62598 0.29486 -10.38478 0.106
H 21.24645 1.69503 -8.95512 0.110
H 18.74276 5.10985 -9.54292 0.118
H 17.27310 3.80115 -10.97816 0.086
C 22.28539 4.01423 -12.42474 -0.062
C 21.48896 2.88310 -12.50624 -0.028
C 22.03578 1.77063 -13.12657 0.032
C 23.38076 1.77647 -13.49979 -0.160
C 24.20728 2.87135 -13.35746 -0.033
C 23.62297 4.00472 -12.82154 -0.093
N 23.92820 0.51066 -14.01977 -0.365
O 23.85196 -0.46844 -13.30024 0.061
O 24.45991 0.51253 -15.11171 0.079
H 21.99162 4.95756 -11.98165 0.109
H 20.48267 2.80402 -12.12677 0.084
H 21.47514 0.87568 -13.36141 0.133
H 25.23517 2.85372 -13.69188 0.111
H 24.24429 4.88150 -12.69152 0.097
```

We obtain highest occupied orbital energy values of -0.4901 -0.3373 -0.4288 -0.3421 -0.3122 0.0932 Eh for the records listed above, in that order.
We obtain E_LUMO values of -3.17 0.28 -4.89 -0.81 0.48 5.04 eV for the records listed above, in that order.